Entry 1:
{
  "formula": "C16H34NSn",
  "method": "wB97M-V/def2-TZVPD",
  "energy_ha": -899.0199,
  "total_charge": -1,
  "relative_energy_kcal_mol": 0.0,
  "elements": ["C", "C", "C", "C", "N", "H", "H", "H", "H", "H", "H", "H", "Sn", "C", "C", "C", "C", "C", "C", "C", "C", "C", "C", "C", "C", "H", "H", "H", "H", "H", "H", "H", "H", "H", "H", "H", "H", "H", "H", "H", "H", "H", "H", "H", "H", "H", "H", "H", "H", "H", "H", "H"],
  "coordinates": [[1.7605, 2.0139, -2.8257], [1.5294, 2.6804, -1.5263], [2.6618, 2.9078, -0.6021], [0.3245, 3.3516, -1.3056], [-0.7084, 3.8860, -1.0961], [0.8772, 2.1129, -3.4695], [2.6212, 2.4501, -3.3557], [1.9673, 0.9408, -2.6935], [2.3645, 3.5897, 0.2043], [3.0001, 1.9653, -0.1427], [3.5266, 3.3464, -1.1219], [0.5063, 0.8834, -0.4152], [-0.3483, -0.4340, 0.4608], [-1.5600, -1.6883, -0.8489], [-0.6746, -2.4206, -1.8588], [-1.4529, -3.1123, -2.9832], [-0.5178, -3.8084, -3.9693], [1.0251, -1.8017, 1.4651], [2.0776, -1.0234, 2.2763], [3.4679, -1.0114, 1.6304], [4.4348, -0.0898, 2.3702], [-1.6825, 0.2830, 2.0218], [-2.8220, 1.0921, 1.4056], [-3.6907, 1.8231, 2.4354], [-4.8167, 2.6047, 1.7634], [-2.1166, -2.4026, -0.2278], [-2.2813, -1.0232, -1.3387], [0.0487, -1.7284, -2.3184], [-0.0762, -3.1853, -1.3415], [-2.1408, -3.8398, -2.5412], [-2.0643, -2.3690, -3.5096], [-1.0933, -4.3035, -4.7582], [0.1562, -3.0863, -4.4397], [0.0869, -4.5636, -3.4587], [0.4191, -2.4370, 2.1218], [1.4683, -2.4180, 0.6740], [1.7521, 0.0188, 2.4297], [2.1654, -1.4513, 3.2885], [3.8663, -2.0348, 1.6271], [3.3942, -0.7070, 0.5780], [5.4321, -0.1379, 1.9168], [4.0964, 0.9517, 2.3274], [4.5214, -0.3779, 3.4198], [-2.0618, -0.5880, 2.5714], [-1.0671, 0.8810, 2.7035], [-2.4330, 1.8384, 0.6928], [-3.4764, 0.4249, 0.8259], [-4.1089, 1.0884, 3.1338], [-3.0607, 2.5015, 3.0203], [-5.4198, 3.1283, 2.5113], [-4.4072, 3.3474, 1.0701], [-5.4705, 1.9318, 1.2030]],
  "lowdin_charge": [-0.16, -0.53, -0.15, -0.41, 0.00, 0.07, 0.05, 0.04, 0.07, 0.04, 0.05, 0.00, 1.19, -0.34, -0.35, -0.29, -0.13, -0.34, -0.34, -0.29, -0.13, -0.34, -0.34, -0.29, -0.13, 0.05, 0.04, 0.10, 0.10, 0.10, 0.11, 0.06, 0.07, 0.07, 0.04, 0.03, 0.08, 0.10, 0.10, 0.10, 0.06, 0.07, 0.06, 0.04, 0.04, 0.09, 0.10, 0.10, 0.11, 0.06, 0.08, 0.07]
}

Entry 2:
{
  "formula": "C16H34O14V",
  "method": "wB97M-V/def2-TZVPD",
  "energy_ha": -2627.4079,
  "total_charge": 0,
  "s2": 3.753,
  "spin_multiplicity": 4,
  "relative_energy_kcal_mol": 20.0,
  "elements": ["V", "C", "C", "O", "H", "H", "H", "H", "H", "C", "C", "O", "H", "H", "H", "H", "H", "C", "O", "C", "O", "O", "C", "H", "H", "H", "H", "H", "H", "C", "O", "C", "O", "O", "C", "H", "H", "H", "H", "H", "H", "C", "O", "C", "O", "O", "C", "H", "H", "H", "H", "H", "H", "C", "O", "C", "O", "O", "C", "H", "H", "H", "H", "H", "H"],
  "coordinates": [[0.9418, 13.7773, 18.7040], [-1.5961, 15.9054, 21.0491], [-0.2789, 16.4881, 20.5080], [0.2407, 15.7170, 19.4877], [-1.9437, 16.4530, 21.9367], [-1.5118, 14.8661, 21.3748], [-2.4025, 16.0239, 20.3227], [0.4460, 16.5756, 21.3333], [-0.4937, 17.4890, 20.1121], [0.6701, 12.7732, 14.6696], [1.4959, 13.9048, 15.2726], [1.3193, 14.1148, 16.6269], [0.8596, 11.8147, 15.1617], [0.7338, 12.6774, 13.5832], [-0.3961, 12.9558, 14.8531], [1.2446, 14.8399, 14.7423], [2.5821, 13.7541, 15.1460], [0.8615, 9.4977, 17.1097], [1.8690, 9.3645, 18.0948], [2.2169, 10.4613, 18.7766], [1.7527, 11.5254, 18.5338], [3.0360, 10.1990, 19.7557], [3.6667, 8.9255, 19.8567], [1.3321, 9.8471, 16.1860], [0.0625, 10.1917, 17.3654], [0.4706, 8.5078, 16.8847], [4.4353, 8.9657, 20.6250], [4.1529, 8.6615, 18.9197], [2.9453, 8.1729, 20.1715], [-4.3863, 12.3053, 19.0543], [-2.9831, 12.3211, 19.0715], [-2.2585, 13.1375, 18.3588], [-1.0743, 13.0400, 18.2708], [-2.9470, 14.0131, 17.6731], [-2.1773, 14.9023, 16.8494], [-4.7954, 11.7555, 18.2054], [-4.8387, 13.2986, 19.0360], [-4.8143, 11.8424, 19.9424], [-1.4823, 15.4517, 17.4883], [-2.8228, 15.6258, 16.3611], [-1.6271, 14.3079, 16.1232], [3.2460, 16.7191, 19.9040], [4.2893, 15.9644, 19.2825], [4.0480, 14.6943, 19.0858], [3.0284, 14.1287, 19.3820], [5.0822, 14.1448, 18.4790], [4.8812, 12.7662, 18.1461], [2.2661, 16.7027, 19.4226], [3.6159, 17.7423, 19.8653], [3.1265, 16.3748, 20.9320], [5.6229, 12.4866, 17.4010], [3.9457, 12.7090, 17.5823], [4.8555, 12.0966, 18.9995], [-0.5436, 10.5166, 20.7335], [-0.0803, 11.1748, 21.9251], [0.4770, 12.3549, 21.8050], [0.7157, 12.9275, 20.7807], [0.8586, 12.7893, 22.9846], [1.2979, 14.1529, 22.9792], [-0.8268, 11.2209, 19.9559], [-1.3980, 9.9198, 21.0467], [0.2631, 9.8246, 20.4838], [2.1495, 14.2813, 22.3157], [1.6552, 14.4098, 23.9758], [0.4606, 14.8136, 22.7708]],
  "mulliken_spin": [2.89, 0.00, -0.01, 0.03, 0.00, 0.00, 0.00, 0.00, 0.00, 0.00, 0.00, 0.02, 0.00, 0.00, 0.00, 0.00, 0.00, 0.00, 0.00, 0.00, 0.00, 0.00, 0.00, 0.00, 0.00, 0.00, 0.00, 0.00, 0.00, 0.00, 0.00, 0.02, 0.00, 0.00, 0.00, 0.00, 0.00, 0.00, 0.00, 0.00, 0.00, 0.00, 0.00, 0.01, 0.02, 0.00, 0.00, 0.00, 0.00, 0.00, 0.00, 0.00, 0.00, 0.00, 0.00, 0.02, -0.03, 0.00, 0.00, 0.00, 0.00, 0.00, 0.00, 0.00, 0.00]
}

Entry 3:
{
  "formula": "C16H35B2Br2N2O9",
  "method": "wB97M-V/def2-TZVPD",
  "energy_ha": -6615.2960,
  "total_charge": -1,
  "elements": ["C", "C", "O", "B", "O", "C", "C", "C", "N", "C", "O", "O", "N", "B", "O", "O", "C", "C", "Br", "C", "C", "Br", "H", "H", "H", "H", "H", "H", "H", "H", "H", "H", "H", "H", "H", "H", "H", "H", "H", "C", "C", "O", "H", "H", "H", "H", "H", "H", "C", "C", "O", "H", "H", "H", "H", "H", "H", "C", "C", "O", "H", "H", "H", "H", "H", "H"],
  "coordinates": [[-4.5032, -0.8990, -0.3379], [-3.8755, 0.0291, 0.7294], [-2.4640, -0.1371, 0.7246], [-1.7086, 0.7127, 1.4973], [-2.3258, 1.7592, 2.1831], [-0.1320, 0.5421, 1.6053], [0.5251, 1.9096, 1.3145], [1.8240, 2.2850, 1.9900], [2.8271, 2.7747, 1.3783], [-0.0674, 0.1129, 3.1047], [-1.1864, -0.2584, 3.5625], [1.0229, 0.1025, 3.6968], [0.3471, -0.6035, 0.7881], [0.0896, -0.5772, -0.6486], [-0.4206, 0.5125, -1.3261], [0.3826, -1.7293, -1.3871], [-0.3534, -2.8614, -0.9248], [1.6429, -1.0954, 1.0060], [3.1031, -0.2733, -0.0023], [1.9149, -2.1361, 1.7865], [0.8725, -2.8844, 2.5579], [3.6690, -2.8246, 2.0180], [-5.2781, -1.5480, 0.0671], [-4.9070, -0.2833, -1.1438], [-3.7047, -1.4767, -0.7872], [-4.2853, -0.2074, 1.7128], [-4.1339, 1.0533, 0.4627], [-2.5966, 1.4285, 3.0472], [0.6952, 2.0441, 0.2421], [-0.1738, 2.7055, 1.5920], [1.9256, 2.2055, 3.0676], [2.6423, 2.8049, 0.3725], [0.1395, 0.6730, -2.1111], [-0.3306, -3.6343, -1.6929], [-1.3979, -2.6107, -0.7316], [0.0713, -3.2621, -0.0016], [-0.1082, -2.4487, 2.3877], [1.1106, -2.8045, 3.6194], [0.8885, -3.9422, 2.2861], [-0.1489, 2.9422, -5.5393], [-0.2063, 2.7862, -4.0317], [0.5966, 1.6955, -3.5862], [-0.4805, 2.0259, -6.0292], [-0.7823, 3.7666, -5.8697], [0.8737, 3.1404, -5.8691], [-1.2222, 2.5703, -3.7038], [0.1216, 3.7046, -3.5358], [1.5107, 1.8592, -3.8387], [5.1038, -0.5309, 4.6623], [4.2021, 0.6517, 4.9745], [4.5068, 1.8065, 4.1982], [6.1492, -0.2528, 4.8235], [4.8613, -1.3758, 5.3112], [5.0166, -0.8684, 3.6264], [4.3463, 0.9518, 6.0144], [3.1513, 0.3828, 4.8353], [4.3533, 1.6161, 3.2643], [-2.3072, -1.4995, -4.9974], [-3.1913, -1.3872, -3.7668], [-2.4258, -1.2777, -2.5805], [-1.6466, -2.3626, -4.9099], [-2.9052, -1.6027, -5.9059], [-1.6750, -0.6135, -5.0979], [-3.8092, -2.2794, -3.6582], [-3.8595, -0.5208, -3.8578], [-1.8744, -0.4860, -2.6375]],
  "lowdin_charge": [-0.06, -0.21, 0.08, -0.63, 0.13, -0.19, -0.08, -0.25, 0.06, -0.61, -0.01, 0.00, 0.10, -0.81, 0.15, 0.01, -0.06, -0.64, 0.75, -0.73, -0.13, 0.73, 0.07, 0.07, 0.05, 0.12, 0.11, 0.11, 0.10, 0.12, 0.10, 0.01, 0.08, 0.09, 0.08, 0.07, 0.08, 0.08, 0.07, -0.09, -0.29, -0.09, 0.07, 0.07, 0.07, 0.12, 0.12, 0.10, -0.11, -0.32, -0.10, 0.07, 0.07, 0.01, 0.10, 0.09, 0.06, -0.08, -0.31, -0.09, 0.08, 0.07, 0.06, 0.11, 0.11, 0.07]
}